Entry 1:
Computed, not measured: a cluster of 5 separate species, C16H34NO9S3 in total at a distorted geometry, with ωB97M-V/def2-TZVPD.

Structure (XYZ):
```
63
C16H34NO9S3 | the OMol25 dataset | ωB97M-V/def2-TZVPD
N -0.81480 -1.14802 -2.21448
H -1.47225 -0.59131 -2.63195
H -0.95153 -2.11361 -2.08089
H -0.38428 -0.76634 -1.43525
H 0.22201 -0.91369 -2.78619
C -5.50067 2.51584 2.30730
C -3.96256 2.50633 2.11133
C -3.29618 1.16723 2.61643
O -2.50019 0.68244 1.50487
C -2.66683 1.56753 0.42856
O -2.21094 1.35847 -0.60991
O -3.35717 2.58953 0.85182
H -5.77565 3.41133 1.82125
H -5.93296 2.31350 3.27984
H -5.91584 1.71318 1.68482
H -3.88024 3.28372 2.72969
H -4.04632 0.26670 2.62756
H -2.65877 1.30212 3.48016
C 4.26144 -4.09076 -1.56242
C 3.61816 -4.77215 -2.86374
C 2.17962 -4.15242 -2.94199
S 1.75372 -3.72521 -1.24338
O 0.72905 -4.67049 -0.86598
O 1.45183 -2.35668 -0.97427
C 3.25567 -4.08375 -0.48391
H 4.49129 -3.05567 -1.86758
H 5.15270 -4.75783 -1.19935
H 3.30690 -5.84659 -2.72424
H 4.27199 -4.80702 -3.76748
H 1.60859 -4.80711 -3.45934
H 2.36984 -3.36177 -3.59176
H 2.95831 -5.07996 -0.08523
H 3.38213 -3.42356 0.26566
C -0.03650 -0.87173 3.92015
C 1.23202 -0.64387 3.03912
C 0.81022 -0.89643 1.57446
S -0.23325 -2.29323 1.73588
O 0.63532 -3.48462 1.78670
O -1.32607 -2.27449 0.73693
C -0.90308 -2.01127 3.31946
H -0.78177 -0.03279 4.04789
H 0.33213 -1.15475 4.91165
H 2.00001 -1.19376 3.23424
H 1.69879 0.46539 3.01219
H 1.57878 -1.17437 0.95866
H 0.54936 -0.08473 1.00001
H -0.88087 -3.10416 3.88659
H -1.87510 -1.64813 3.18709
C 0.64577 5.11623 -2.70227
C -0.38584 5.23028 -1.58747
C 0.01427 4.19122 -0.47555
S 1.17586 3.13777 -1.19495
O 0.77121 1.81894 -1.09243
O 2.45658 3.58539 -0.65231
C 1.26813 3.71483 -2.83849
H 1.39051 5.81924 -2.56986
H 0.12592 5.40810 -3.83282
H -1.37638 4.84816 -2.02733
H -0.77338 6.26065 -1.28948
H -0.82866 3.76670 -0.07994
H 0.60259 4.57387 0.39188
H 0.25428 3.20513 -3.33719
H 2.17310 3.57248 -3.38277
```

As for the total charge: +1.

***

Entry 2:
Computed, not measured: the ion C22H42NO3 with charge +1 at a distorted geometry, with ωB97M-V/def2-TZVPD.

Structure (XYZ):
```
68
C22H42NO3 | the OMol25 dataset | ωB97M-V/def2-TZVPD
C 10.09105 -1.12773 0.40482
C 8.63027 -0.93257 0.79025
C 7.99224 0.22035 0.01837
C 6.52909 0.42696 0.40235
C 5.89832 1.57884 -0.37831
C 4.44459 1.80749 0.00059
O 3.67455 0.66056 -0.42271
C 2.42432 0.59824 -0.04595
O 1.82850 1.41409 0.60431
C 1.81077 -0.72218 -0.56003
N 0.33959 -0.83446 -0.42012
C -0.08610 -2.09932 -1.04962
C -0.02626 -0.87194 1.01301
C -0.31897 0.33823 -1.07742
C -1.78615 0.13459 -1.47156
O -2.51162 -0.40186 -0.39622
C -3.92582 -0.48935 -0.58895
C -4.47187 -1.62585 0.29968
C -5.54899 -0.93272 1.14064
C -4.82092 -0.05854 2.16728
C -4.22894 1.06879 1.29985
C -4.73462 0.74726 -0.11899
C -4.71749 1.93604 -1.06307
C -6.12324 0.10802 0.15991
C -7.13689 1.05689 0.80022
C -6.81457 -0.49925 -1.06146
H 10.18074 -1.34754 -0.65658
H 10.66496 -0.22902 0.61757
H 10.52611 -1.95213 0.96367
H 8.07619 -1.85288 0.59005
H 8.56200 -0.73118 1.86150
H 8.06095 0.01771 -1.05264
H 8.54978 1.13759 0.21754
H 5.97089 -0.49114 0.20514
H 6.46377 0.63616 1.47246
H 5.95769 1.37388 -1.44821
H 6.44445 2.50134 -0.17929
H 4.32337 1.92497 1.08162
H 4.03429 2.69334 -0.49354
H 2.28637 -1.53219 0.00060
H 2.09522 -0.83171 -1.60932
H 0.09116 -2.06850 -2.12315
H -1.14609 -2.25529 -0.85878
H 0.47156 -2.93208 -0.62497
H 0.38072 -1.76780 1.47736
H 0.36801 0.00806 1.51683
H -1.11135 -0.87405 1.09458
H 0.23370 0.58561 -1.98577
H -0.24373 1.17687 -0.38388
H -1.87267 -0.52411 -2.35066
H -2.17288 1.11871 -1.76301
H -4.10381 -0.68319 -1.65366
H -4.87826 -2.44297 -0.29334
H -3.67458 -2.02777 0.92509
H -6.26848 -1.62205 1.57670
H -5.51412 0.32650 2.91229
H -4.05086 -0.62069 2.69523
H -4.57081 2.05246 1.61587
H -3.13965 1.07654 1.32737
H -3.76234 2.45706 -1.02169
H -5.48937 2.64446 -0.77402
H -4.90577 1.62499 -2.08879
H -7.94858 0.47609 1.23244
H -7.56364 1.71275 0.04500
H -6.71149 1.67522 1.58141
H -7.74430 -0.96883 -0.74849
H -7.05997 0.28321 -1.77579
H -6.22003 -1.24892 -1.57160
```

As for the total charge: +1. As for the structure (SMILES): CCCCCCOC(=O)C[N+](C)(C)CCO[C@H]1C[C@H]2CC[C@]1(C)C2(C)C.

***

no.,Kohn-Sham gap (eV),LUMO level (eV),E (eV)
1,9.7,-2.81,-69553.62555
2,10.2,-2.33,-31122.61506